[1]
{
  "formula": "C15H29BN8O9P",
  "method": "ωB97M-V/def2-TZVPD",
  "total_energy_ha": -2069.84072,
  "multiplicity": 1,
  "charge": 1,
  "homo_lumo_gap_ev": 9.04,
  "lumo_ha": -0.1200,
  "homo_ev": -12.31,
  "species": ["C", "N", "C", "B", "O", "N", "C", "N", "C", "C", "C", "C", "C", "C", "C", "C", "P", "N", "H", "H", "H", "H", "H", "H", "H", "H", "H", "H", "H", "H", "H", "H", "H", "H", "H", "C", "N", "O", "O", "H", "H", "H", "C", "N", "O", "O", "H", "H", "H", "C", "N", "O", "O", "H", "H", "H", "C", "N", "O", "O", "H", "H", "H"],
  "coordinates": [[2.25, -0.56, 1.70], [2.79, -1.18, 0.47], [3.44, -2.48, 0.72], [2.02, -1.09, -0.70], [2.51, -1.33, -1.96], [0.53, -0.73, -0.70], [0.02, 0.31, -1.34], [-1.28, 0.37, -1.10], [-1.66, -0.69, -0.30], [-3.01, -0.96, 0.19], [-3.98, -1.53, -0.63], [-5.23, -1.81, -0.12], [-5.52, -1.52, 1.21], [-4.55, -0.95, 2.03], [-3.30, -0.67, 1.52], [-0.51, -1.39, -0.05], [-0.41, -2.87, 0.99], [-0.39, -2.58, 2.52], [2.54, 0.49, 1.78], [1.17, -0.65, 1.80], [2.68, -1.05, 2.57], [2.82, -3.10, 1.38], [3.64, -2.99, -0.22], [4.40, -2.33, 1.21], [3.28, -0.77, -2.14], [0.58, 1.02, -1.93], [-1.92, 1.07, -1.45], [-3.74, -1.77, -1.66], [-5.98, -2.25, -0.76], [-6.50, -1.74, 1.61], [-4.79, -0.72, 3.05], [-2.54, -0.24, 2.17], [0.68, -3.55, 0.43], [-1.53, -3.55, 0.49], [0.43, -2.96, 2.97], [0.61, -1.50, -4.56], [0.18, -0.67, -5.72], [0.84, 0.32, -5.97], [-0.79, -1.04, -6.33], [1.49, -1.05, -4.13], [-0.22, -1.53, -3.86], [0.82, -2.50, -4.93], [-3.10, 1.53, 5.90], [-4.51, 1.58, 5.41], [-5.37, 1.86, 6.21], [-4.69, 1.32, 4.24], [-3.10, 1.77, 6.95], [-2.73, 0.52, 5.72], [-2.53, 2.25, 5.32], [4.20, 2.72, 3.84], [2.90, 2.45, 4.53], [2.60, 3.16, 5.46], [2.23, 1.53, 4.11], [4.67, 3.56, 4.33], [4.80, 1.82, 3.92], [3.97, 2.94, 2.80], [2.25, 3.23, -6.77], [3.24, 4.22, -7.28], [3.96, 3.89, -8.19], [3.25, 5.31, -6.73], [2.35, 2.32, -7.34], [2.48, 3.07, -5.72], [1.27, 3.67, -6.88]]
}

[2]
{
  "formula": "C15H29N2NiOP2S2",
  "method": "ωB97M-V/def2-TZVPD",
  "total_energy_ha": -3760.93845,
  "s2": 2.016,
  "e_above_lowest_ev": 1.068,
  "multiplicity": 3,
  "charge": 1,
  "homo_lumo_gap_ev": [8.73, 7.51],
  "lumo_ha": [-0.0683, -0.1244],
  "homo_ev": [-10.59, -10.89],
  "species": ["Ni", "C", "P", "C", "C", "C", "P", "C", "C", "H", "H", "H", "H", "H", "H", "H", "H", "H", "H", "H", "H", "H", "H", "H", "H", "C", "C", "C", "C", "N", "C", "S", "N", "H", "H", "H", "H", "H", "O", "S", "C", "C", "C", "C", "H", "H", "H", "H", "H", "H", "H", "H"],
  "coordinates": [[0.32, -0.66, -0.60], [-1.23, -3.60, -1.96], [-0.61, -1.93, -2.32], [-1.90, -1.15, -3.33], [0.78, -2.19, -3.50], [1.72, -0.98, -3.52], [2.30, -0.59, -1.82], [3.13, 1.01, -2.00], [3.61, -1.80, -1.49], [-1.44, -4.15, -2.88], [-2.15, -3.52, -1.38], [-0.50, -4.14, -1.37], [-2.11, -1.74, -4.22], [-1.57, -0.15, -3.63], [-2.81, -1.05, -2.75], [0.38, -2.39, -4.50], [1.31, -3.09, -3.18], [1.19, -0.10, -3.88], [2.57, -1.16, -4.18], [3.85, 0.99, -2.83], [3.66, 1.25, -1.08], [2.38, 1.77, -2.18], [4.34, -1.82, -2.30], [3.19, -2.80, -1.37], [4.12, -1.54, -0.56], [0.58, -1.85, 6.40], [0.36, -0.87, 5.29], [0.19, 0.50, 5.52], [-0.01, 1.29, 4.41], [-0.05, 0.81, 3.17], [0.12, -0.51, 3.06], [0.09, -1.26, 1.45], [0.32, -1.36, 4.05], [0.62, -1.36, 7.37], [1.51, -2.38, 6.23], [-0.22, -2.58, 6.40], [0.22, 0.91, 6.51], [-0.15, 2.36, 4.51], [-0.25, 1.25, -1.13], [-1.72, 1.48, -0.77], [-2.13, 3.10, -1.49], [-2.78, 3.91, -0.37], [-1.96, 3.60, 0.88], [-1.79, 2.09, 0.93], [-2.76, 2.95, -2.37], [-1.17, 3.51, -1.79], [-3.82, 3.60, -0.23], [-2.78, 4.97, -0.62], [-2.44, 3.97, 1.79], [-0.98, 4.08, 0.81], [-2.64, 1.58, 1.39], [-0.89, 1.73, 1.43]]
}

[3]
{
  "formula": "C15H29N3O3S",
  "method": "ωB97M-V/def2-TZVPD",
  "total_energy_ha": -1377.13973,
  "smiles": "CCCS(=O)(=O)N1CCC(C(=O)NCCN2CCCC2)CC1",
  "e_above_lowest_ev": 0.346,
  "multiplicity": 1,
  "homo_lumo_gap_ev": 8.35,
  "lumo_ha": 0.0159,
  "homo_ev": -7.92,
  "species": ["C", "C", "C", "S", "O", "O", "N", "C", "C", "C", "C", "O", "N", "C", "C", "N", "C", "C", "C", "C", "C", "C", "H", "H", "H", "H", "H", "H", "H", "H", "H", "H", "H", "H", "H", "H", "H", "H", "H", "H", "H", "H", "H", "H", "H", "H", "H", "H", "H", "H", "H"],
  "coordinates": [[-2.15, -2.26, 4.02], [-1.99, -0.83, 4.51], [-0.62, -0.26, 4.18], [-0.51, 0.07, 2.39], [-0.27, -1.16, 1.69], [-1.64, 0.85, 2.00], [0.87, 1.01, 2.33], [2.10, 0.34, 2.00], [2.41, 0.34, 0.49], [1.96, 1.65, -0.18], [0.66, 1.62, -0.99], [0.47, 2.47, -1.84], [-0.22, 0.65, -0.71], [-1.52, 0.57, -1.34], [-1.76, -0.80, -2.01], [-0.95, -1.15, -3.14], [-0.91, -0.22, -4.26], [0.10, -0.87, -5.22], [0.93, -1.82, -4.34], [0.43, -1.52, -2.92], [1.82, 2.76, 0.87], [0.76, 2.40, 1.92], [-1.94, -2.32, 2.96], [-1.45, -2.92, 4.55], [-3.16, -2.62, 4.20], [-2.74, -0.19, 4.03], [-2.16, -0.78, 5.59], [0.18, -0.95, 4.42], [-0.46, 0.70, 4.65], [2.91, 0.84, 2.55], [2.02, -0.69, 2.36], [3.48, 0.21, 0.36], [1.92, -0.52, 0.02], [2.73, 1.97, -0.89], [-0.06, -0.02, 0.03], [-2.28, 0.72, -0.57], [-1.57, 1.38, -2.06], [-1.63, -1.58, -1.26], [-2.80, -0.81, -2.34], [-1.91, -0.13, -4.69], [-0.55, 0.78, -3.97], [0.72, -0.11, -5.70], [-0.41, -1.42, -6.01], [2.00, -1.65, -4.44], [0.72, -2.85, -4.59], [0.49, -2.38, -2.26], [1.03, -0.70, -2.48], [1.52, 3.69, 0.38], [2.78, 2.93, 1.35], [0.88, 3.04, 2.81], [-0.24, 2.55, 1.53]]
}

[4]
{
  "formula": "C15H29NO5S",
  "method": "ωB97M-V/def2-TZVPD",
  "total_energy_ha": -1417.97661,
  "smiles": "O=S1(=O)CCCC1.CC(C)=O.CC(C)=O.CC(C)=O.CC#N",
  "multiplicity": 1,
  "homo_lumo_gap_ev": 9.12,
  "lumo_ha": -0.0079,
  "homo_ev": -9.34,
  "species": ["O", "S", "O", "C", "C", "C", "C", "H", "H", "H", "H", "H", "H", "H", "H", "C", "C", "C", "O", "H", "H", "H", "H", "H", "H", "C", "C", "C", "O", "H", "H", "H", "H", "H", "H", "C", "C", "C", "O", "H", "H", "H", "H", "H", "H", "C", "C", "N", "H", "H", "H"],
  "coordinates": [[23.26, -0.32, 9.10], [22.26, 0.61, 9.53], [22.55, 1.65, 10.53], [21.06, 1.23, 8.16], [19.71, 0.58, 8.46], [19.61, 0.25, 10.03], [20.93, -0.40, 10.41], [21.48, 1.02, 7.18], [21.19, 2.31, 8.21], [18.83, 1.19, 8.24], [19.64, -0.38, 7.95], [18.76, -0.37, 10.32], [19.44, 1.14, 10.63], [20.89, -1.37, 9.90], [21.24, -0.78, 11.38], [14.47, -3.65, 10.02], [14.34, -2.71, 8.91], [13.59, -1.45, 9.28], [14.80, -2.95, 7.81], [15.02, -4.56, 9.77], [13.44, -3.94, 10.18], [14.90, -3.18, 10.91], [12.63, -1.56, 9.77], [13.48, -0.78, 8.43], [14.28, -0.86, 9.88], [8.25, 10.29, 13.65], [8.91, 10.94, 12.46], [10.43, 11.02, 12.38], [8.21, 11.56, 11.71], [8.98, 9.54, 13.95], [7.27, 10.00, 13.27], [8.07, 11.05, 14.41], [10.81, 10.02, 12.14], [10.82, 11.20, 13.38], [10.76, 11.71, 11.61], [15.72, 10.31, 8.91], [15.79, 11.81, 9.19], [16.81, 12.21, 10.21], [14.87, 12.56, 8.84], [15.79, 10.22, 7.82], [14.77, 9.82, 9.12], [16.55, 9.74, 9.32], [17.65, 11.53, 10.06], [16.31, 12.04, 11.17], [17.25, 13.21, 10.21], [15.37, 4.85, 10.31], [14.24, 5.55, 11.16], [13.42, 6.01, 11.83], [16.17, 4.66, 11.02], [15.71, 5.46, 9.48], [15.04, 3.91, 9.86]]
}

[5]
{
  "formula": "C15H29O8PS2",
  "method": "ωB97M-V/def2-TZVPD",
  "total_energy_ha": -2328.19829,
  "smiles": "CC(=O)OCCCCCCCC[C@]1(CCCS)OS(=O)(=O)O[C@@H]1P(O)O",
  "multiplicity": 1,
  "homo_lumo_gap_ev": 8.80,
  "lumo_ha": -0.0103,
  "homo_ev": -9.08,
  "species": ["C", "C", "O", "O", "C", "C", "C", "C", "C", "C", "C", "C", "C", "C", "C", "C", "S", "O", "S", "O", "O", "O", "C", "P", "O", "O", "H", "H", "H", "H", "H", "H", "H", "H", "H", "H", "H", "H", "H", "H", "H", "H", "H", "H", "H", "H", "H", "H", "H", "H", "H", "H", "H", "H", "H"],
  "coordinates": [[7.31, 2.24, 2.17], [6.97, 1.75, 0.62], [7.11, 2.72, -0.33], [6.53, 0.36, 0.27], [5.15, 0.44, -0.30], [4.55, -1.01, -0.79], [3.57, -1.67, 0.36], [2.02, -1.92, -0.22], [1.07, -2.56, 0.96], [-0.53, -2.19, 0.81], [-0.68, -0.58, 1.11], [-2.13, 0.07, 0.72], [-2.53, -0.01, -0.86], [-3.57, -1.29, -0.88], [-5.14, -0.89, -0.62], [-5.61, -1.01, 0.97], [-5.61, 0.66, 1.85], [-1.39, -0.42, -1.75], [-0.59, 0.99, -2.31], [0.15, 0.81, -3.68], [0.47, 1.67, -1.41], [-1.91, 2.09, -2.36], [-3.02, 1.39, -1.64], [-4.00, 2.70, -0.64], [-5.62, 2.94, -1.29], [-3.24, 4.30, -0.78], [7.98, 3.22, 2.14], [6.34, 2.55, 2.78], [7.94, 1.44, 2.77], [4.39, 0.94, 0.47], [5.25, 1.11, -1.29], [5.46, -1.71, -1.04], [3.94, -0.89, -1.80], [3.59, -0.95, 1.28], [3.98, -2.73, 0.62], [1.67, -0.88, -0.63], [2.10, -2.65, -1.14], [1.26, -3.73, 0.98], [1.41, -2.14, 2.01], [-1.23, -2.83, 1.53], [-0.84, -2.51, -0.29], [0.20, 0.08, 0.65], [-0.56, -0.45, 2.29], [-2.93, -0.41, 1.45], [-2.07, 1.24, 0.99], [-3.48, -1.79, -1.96], [-3.16, -2.11, -0.13], [-5.46, 0.15, -1.05], [-5.79, -1.70, -1.21], [-4.77, -1.67, 1.51], [-6.68, -1.46, 1.11], [-6.22, 0.59, 3.11], [-3.60, 0.91, -2.57], [-5.67, 2.64, -2.25], [-2.35, 4.18, -0.30]]
}

[6]
{
  "formula": "C15H30B3CaCl5Li2N6O9PS",
  "method": "ωB97M-V/def2-TZVPD",
  "total_energy_ha": -5402.76978,
  "multiplicity": 1,
  "charge": 1,
  "homo_lumo_gap_ev": 3.20,
  "lumo_ha": -0.2070,
  "homo_ev": -8.84,
  "species": ["C", "P", "C", "B", "O", "B", "O", "B", "C", "C", "S", "C", "N", "N", "C", "O", "O", "H", "H", "H", "H", "H", "H", "H", "H", "H", "H", "H", "H", "C", "C", "O", "N", "C", "H", "H", "H", "H", "H", "H", "H", "Li", "C", "O", "N", "N", "H", "H", "H", "H", "Cl", "Ca", "C", "C", "O", "O", "H", "H", "H", "C", "Cl", "Cl", "Cl", "Cl", "O", "H", "C", "C", "N", "H", "H", "H", "Li"],
  "coordinates": [[-2.73, -4.70, 3.15], [-4.33, -3.69, 3.09], [-3.92, -1.87, 3.43], [-5.11, -3.73, 1.33], [-4.58, -4.48, 0.23], [-4.82, -3.85, -1.03], [-5.64, -2.71, -1.27], [-6.14, -2.12, -0.06], [-6.38, -0.51, 0.00], [-4.94, 0.12, 0.33], [-3.81, 0.20, -1.17], [-2.33, -0.70, -0.55], [-1.00, -0.24, -0.35], [-0.22, -1.23, 0.17], [-0.96, -2.42, 0.36], [-2.24, -2.04, -0.09], [-6.35, -2.99, 1.08], [-2.85, -5.52, 3.93], [-1.85, -4.06, 3.51], [-2.40, -5.11, 2.14], [-3.56, -1.67, 4.49], [-3.10, -1.45, 2.73], [-4.86, -1.29, 3.17], [-4.31, -4.35, -1.99], [-7.06, -0.29, 0.89], [-6.86, -0.09, -0.94], [-4.46, -0.63, 1.06], [-4.99, 1.10, 0.89], [-0.64, -3.41, 0.78], [-0.24, -0.23, -3.91], [0.40, -0.29, -5.27], [-0.26, -0.24, -6.30], [1.76, -0.39, -5.34], [2.69, -0.45, -4.25], [-1.32, -0.15, -4.02], [-0.02, -1.14, -3.35], [0.12, 0.64, -3.36], [2.13, -0.42, -6.32], [3.38, 0.38, -4.34], [3.25, -1.39, -4.34], [2.21, -0.42, -3.27], [5.04, -1.64, -3.75], [8.49, -0.34, -4.93], [7.40, -0.34, -4.37], [8.83, -1.25, -5.87], [9.45, 0.57, -4.64], [9.72, -1.27, -6.34], [8.14, -1.94, -6.11], [9.24, 1.26, -3.94], [10.35, 0.59, -5.08], [3.98, 0.19, -6.73], [-0.67, 0.19, 2.21], [1.07, 5.03, -0.57], [0.67, 4.21, 0.65], [1.59, 3.95, 1.46], [-0.55, 3.90, 0.70], [2.13, 5.28, -0.55], [0.85, 4.47, -1.48], [0.50, 5.97, -0.59], [-2.45, 3.20, 5.89], [-1.91, 2.09, 4.59], [-1.10, 3.50, 7.00], [-2.97, 4.73, 5.17], [-3.80, 2.46, 6.77], [3.07, -0.47, -0.36], [2.15, -0.65, -0.18], [2.50, 3.73, 7.88], [3.76, 3.04, 8.28], [4.75, 2.50, 8.60], [2.74, 4.62, 7.29], [1.89, 3.06, 7.28], [1.94, 4.03, 8.76], [1.80, 3.28, -2.26]]
}

[7]
{
  "formula": "C15H30BI2O12",
  "method": "ωB97M-V/def2-TZVPD",
  "total_energy_ha": -2112.68641,
  "multiplicity": 1,
  "charge": -1,
  "homo_lumo_gap_ev": 6.38,
  "lumo_ha": 0.0651,
  "homo_ev": -4.61,
  "species": ["B", "C", "I", "C", "C", "I", "H", "H", "H", "H", "H", "H", "C", "O", "C", "O", "O", "C", "H", "H", "H", "H", "H", "H", "C", "O", "C", "O", "O", "C", "H", "H", "H", "H", "H", "H", "C", "O", "C", "O", "O", "C", "H", "H", "H", "H", "H", "H", "C", "O", "C", "O", "O", "C", "H", "H", "H", "H", "H", "H"],
  "coordinates": [[-5.14, 3.69, 6.55], [-4.22, 2.36, 6.23], [-4.72, 0.41, 7.12], [-3.09, 2.45, 5.38], [-2.69, 3.82, 4.67], [-1.85, 0.67, 5.02], [-5.61, 4.10, 5.52], [-5.95, 3.50, 7.40], [-4.37, 4.53, 6.94], [-2.04, 3.57, 3.76], [-2.06, 4.48, 5.35], [-3.60, 4.37, 4.26], [-3.06, 1.54, 1.32], [-2.32, 2.71, 0.96], [-2.38, 3.02, -0.34], [-2.98, 2.42, -1.19], [-1.65, 4.14, -0.53], [-1.62, 4.60, -1.88], [-2.94, 1.39, 2.39], [-4.12, 1.68, 1.11], [-2.68, 0.66, 0.79], [-2.62, 4.85, -2.22], [-1.17, 3.84, -2.53], [-1.00, 5.49, -1.91], [3.07, -1.36, -0.70], [1.88, -0.63, -0.44], [2.05, 0.69, -0.32], [3.10, 1.28, -0.41], [0.86, 1.25, -0.07], [0.90, 2.68, 0.08], [2.81, -2.41, -0.78], [3.52, -1.04, -1.64], [3.78, -1.24, 0.12], [1.26, 3.15, -0.84], [1.53, 2.95, 0.93], [-0.11, 3.02, 0.27], [-1.25, -1.14, -0.76], [-1.05, -2.18, -1.72], [-2.16, -2.88, -2.02], [-3.25, -2.69, -1.56], [-1.83, -3.81, -2.92], [-2.92, -4.63, -3.33], [-0.29, -0.65, -0.60], [-1.96, -0.40, -1.14], [-1.59, -1.55, 0.19], [-3.70, -4.03, -3.81], [-3.33, -5.18, -2.48], [-2.54, -5.35, -4.06], [5.23, -5.76, -4.14], [6.42, -5.22, -3.57], [6.26, -4.01, -3.01], [5.23, -3.39, -2.97], [7.44, -3.62, -2.52], [7.41, -2.34, -1.89], [5.48, -6.74, -4.56], [4.46, -5.90, -3.38], [4.87, -5.12, -4.95], [6.73, -2.34, -1.04], [7.13, -1.56, -2.60], [8.42, -2.13, -1.53]]
}

[8]
{
  "formula": "C15H30BN3O3",
  "method": "ωB97M-V/def2-TZVPD",
  "total_energy_ha": -1004.25956,
  "smiles": "COCCCCC[C@H](C#N)[C@H](C#N)B(O)N(C)C.CC(C)O",
  "multiplicity": 1,
  "homo_lumo_gap_ev": 10.27,
  "lumo_ha": 0.0185,
  "homo_ev": -9.77,
  "species": ["C", "O", "C", "C", "C", "C", "C", "C", "C", "N", "C", "C", "N", "B", "O", "N", "C", "C", "H", "H", "H", "H", "H", "H", "H", "H", "H", "H", "H", "H", "H", "H", "H", "H", "H", "H", "H", "H", "H", "H", "C", "C", "C", "O", "H", "H", "H", "H", "H", "H", "H", "H"],
  "coordinates": [[1.36, 0.54, 2.50], [2.43, 0.05, 1.66], [2.95, 1.08, 0.77], [2.33, 1.05, -0.72], [1.34, -0.22, -1.00], [0.60, -0.10, -2.44], [-0.86, -0.78, -2.49], [-2.09, 0.20, -2.17], [-2.02, 1.61, -3.00], [-1.56, 2.67, -3.36], [-2.36, 0.41, -0.59], [-3.56, -0.61, -0.19], [-4.54, -1.32, -0.04], [-2.93, 1.93, -0.39], [-4.33, 2.15, -0.80], [-2.20, 3.08, 0.19], [-0.73, 3.04, -0.09], [-2.84, 4.36, -0.26], [0.43, -0.16, 2.50], [1.69, 0.58, 3.61], [1.03, 1.60, 2.18], [2.87, 2.15, 1.19], [4.09, 0.87, 0.66], [1.82, 2.06, -0.96], [3.20, 0.96, -1.47], [2.03, -1.14, -1.04], [0.62, -0.38, -0.12], [1.27, -0.71, -3.18], [0.64, 0.99, -2.83], [-1.02, -1.17, -3.57], [-0.97, -1.70, -1.78], [-3.04, -0.33, -2.59], [-1.47, 0.14, 0.08], [-4.38, 2.34, -1.77], [-0.18, 2.87, 0.91], [-0.37, 4.09, -0.45], [-0.40, 2.30, -0.90], [-2.14, 5.29, -0.16], [-3.75, 4.56, 0.42], [-3.15, 4.36, -1.39], [1.15, -3.40, 2.92], [1.32, -3.94, 1.51], [2.17, -5.20, 1.50], [1.94, -2.94, 0.69], [2.11, -3.14, 3.36], [0.54, -2.49, 2.91], [0.66, -4.13, 3.57], [0.34, -4.15, 1.07], [3.17, -5.00, 1.89], [2.29, -5.57, 0.48], [1.71, -5.99, 2.10], [2.81, -2.75, 1.07]]
}